Record 1
The following is a quantum chemistry calculation of a cluster of 14 separate species, C42H56O42 in total in a non-equilibrium geometry, from the OMol25 dataset.

XYZ file:
```
140
C42H56O42 (ωB97M-V/def2-TZVPD)
C -10.44422 -4.44007 0.32129
C -9.34097 -5.36133 -0.17512
O -8.77208 -4.58779 -1.26004
C -9.52729 -3.47811 -1.53877
O -9.37607 -2.61692 -2.40332
O -10.56637 -3.41893 -0.70637
H -10.22187 -4.09219 1.33007
H -11.28283 -5.13152 0.40333
H -9.62440 -6.34948 -0.53752
H -8.63616 -5.41601 0.65456
C -14.27607 -7.34507 0.45971
C -12.84087 -7.79356 0.75662
O -12.52248 -7.03435 1.85074
C -13.46152 -6.13976 2.11955
O -13.45334 -5.46450 3.17244
O -14.49649 -6.29593 1.32753
H -14.91925 -8.21586 0.58682
H -14.30694 -7.02677 -0.58232
H -12.16179 -7.58505 -0.07010
H -12.75440 -8.86533 0.93527
C -12.76198 3.94799 5.57428
C -13.83863 2.88234 5.63233
O -13.13896 1.71119 5.42477
C -11.87397 1.93114 4.98907
O -11.11610 1.06239 4.49278
O -11.58140 3.20809 5.19921
H -12.67459 4.52645 6.49397
H -12.99475 4.58997 4.72470
H -14.61913 3.02851 4.88563
H -14.38060 2.82875 6.57652
C -12.92066 -0.27934 8.07802
C -14.38583 0.00418 8.45852
O -14.21107 1.30333 9.02064
C -12.93278 1.57649 9.32912
O -12.57281 2.68442 9.72471
O -12.12653 0.57105 8.89841
H -12.80458 -0.11808 7.00628
H -12.66888 -1.30927 8.33092
H -14.78040 -0.69384 9.19688
H -15.03112 0.07805 7.58317
C -9.69880 -8.56390 4.37291
C -10.57580 -7.97335 5.45045
O -10.70019 -6.66223 5.01335
C -9.54420 -6.34633 4.28310
O -9.22246 -5.29143 3.75142
O -8.92185 -7.52007 4.01642
H -10.33398 -8.89947 3.55312
H -9.04739 -9.36559 4.72084
H -9.99635 -7.99958 6.37330
H -11.48774 -8.55673 5.57747
C -9.94397 0.62172 0.98829
C -10.74225 -0.24073 0.06217
O -11.67582 0.66876 -0.43687
C -11.42124 1.93241 -0.08458
O -12.04701 2.99557 -0.30918
O -10.34373 1.88706 0.65408
H -8.86732 0.46164 0.93069
H -10.29052 0.57213 2.02054
H -11.23074 -0.99635 0.67741
H -10.06299 -0.67672 -0.67037
C -7.46367 -1.70612 3.67754
C -6.03040 -2.12642 3.39781
O -5.89361 -1.98866 1.97721
C -7.04969 -1.53379 1.44154
O -7.21603 -1.30850 0.24221
O -8.05229 -1.55398 2.41056
H -7.38584 -0.68397 4.04802
H -8.22207 -2.34017 4.13680
H -5.69107 -3.04359 3.87923
H -5.34991 -1.35518 3.75867
C -9.33253 1.33271 7.25671
C -8.63653 0.29219 6.38309
O -7.78630 -0.34778 7.30015
C -7.65321 0.40965 8.39606
O -6.80454 0.17120 9.22491
O -8.50806 1.38565 8.36901
H -10.32375 0.97731 7.53826
H -9.32905 2.27599 6.71054
H -8.12182 0.66646 5.49817
H -9.27806 -0.47258 5.94531
C -13.76053 -2.32850 -0.33249
C -13.45360 -2.39198 -1.84515
O -14.17209 -1.33692 -2.39745
C -14.83760 -0.66743 -1.40930
O -15.46542 0.34455 -1.58157
O -14.75016 -1.37461 -0.20958
H -12.86199 -2.08906 0.23619
H -14.10405 -3.34219 -0.12628
H -13.71152 -3.37709 -2.23392
H -12.40005 -2.29713 -2.10809
C -16.41461 -0.27933 5.51637
C -16.88972 -0.14842 4.06405
O -17.73748 1.00146 4.14634
C -17.44564 1.74253 5.23142
O -17.96578 2.85027 5.48497
O -16.66283 1.06163 5.97386
H -15.37551 -0.60662 5.55183
H -16.97541 -1.04421 6.05356
H -17.45265 -0.99340 3.66754
H -16.10304 -0.02716 3.31938
C -11.33374 -2.95833 3.82936
C -11.79532 -2.29786 5.02536
O -12.90700 -1.48903 4.55308
C -12.88399 -1.40926 3.19719
O -13.50141 -0.62361 2.54332
O -11.92669 -2.21580 2.72963
H -11.54006 -4.02839 3.85187
H -10.26276 -2.80088 3.70160
H -10.92733 -1.70925 5.32238
H -12.03488 -2.90962 5.89510
C -15.64916 2.87984 1.46787
C -14.39194 2.25325 1.96498
O -13.62809 3.35567 2.53564
C -14.26608 4.50629 2.11539
O -13.83501 5.57948 2.38722
O -15.31146 4.27131 1.46583
H -16.34211 2.65438 2.27848
H -15.96941 2.46936 0.51024
H -13.83209 1.72402 1.19388
H -14.63588 1.53906 2.75145
C -15.17119 -6.21362 7.24199
C -14.21269 -5.63637 6.15624
O -14.38323 -4.25847 6.38556
C -15.11716 -3.95055 7.49568
O -15.53882 -2.88255 7.80407
O -15.31306 -5.09581 8.12589
H -14.75271 -7.12516 7.66869
H -16.14536 -6.52354 6.86379
H -14.56465 -5.90328 5.15976
H -13.20004 -5.92965 6.43304
C -10.70536 -5.45663 8.12753
C -9.52627 -5.25762 9.03478
O -9.35363 -3.82915 9.00718
C -10.07582 -3.30196 8.02245
O -10.01278 -2.11331 7.71621
O -10.75617 -4.25591 7.35825
H -11.64477 -5.67077 8.63718
H -10.46697 -6.29728 7.47594
H -8.63876 -5.69132 8.57400
H -9.65437 -5.69067 10.02683
```

LUMO energy ... -1.09 eV
Maximum force ... 5.576 eV Å⁻¹
Gap between HOMO and LUMO ... 8.991 eV
Total energy ... -4794.0928 a.u.

Results of the Löwdin charge analysis, in e, for atoms 1 through 99: -0.083, -0.094, 0.060, -0.525, 0.133, 0.048, 0.119, 0.109, 0.126, 0.128, -0.116, -0.142, 0.064, -0.526, 0.102, 0.114, 0.138, 0.139, 0.125, 0.136, -0.052, -0.139, 0.040, -0.492, 0.096, 0.088, 0.141, 0.118, 0.122, 0.134, -0.115, -0.087, 0.055, -0.521, 0.123, 0.051, 0.112, 0.121, 0.126, 0.099, -0.173, -0.163, 0.029, -0.433, 0.140, 0.078, 0.135, 0.147, 0.123, 0.145, -0.134, -0.116, 0.084, -0.523, 0.108, 0.096, 0.119, 0.124, 0.101, 0.129, -0.119, -0.090, 0.072, -0.477, 0.131, 0.012, 0.118, 0.125, 0.133, 0.131, -0.102, -0.150, 0.053, -0.595, 0.135, 0.117, 0.118, 0.139, 0.116, 0.088, -0.156, -0.137, 0.077, -0.480, 0.156, 0.056, 0.091, 0.122, 0.121, 0.118, -0.075, -0.092, 0.055, -0.588, 0.105, 0.079, 0.116, 0.131, 0.133

---

Record 2
The following is a quantum chemistry calculation of a structure of composition C42H57Br2InN4O5Si, from the OMol25 dataset.

XYZ file:
```
112
C42H57Br2InN4O5Si (ωB97M-V/def2-TZVPD)
In 0.03167 2.16657 0.24320
O -3.14518 4.64487 0.85559
C -2.25313 3.84399 0.90104
O -1.38809 3.61533 -0.06476
C -2.06493 3.00489 2.16144
C -2.91791 3.14933 3.23919
C -2.70481 2.36498 4.36253
C -1.64885 1.46193 4.37588
C -0.83874 1.37107 3.26206
N -1.04748 2.13208 2.18201
H -3.72157 3.86870 3.17174
H -3.35470 2.45587 5.22262
H -1.45349 0.83821 5.23634
H -0.00391 0.68276 3.21763
C 1.12590 5.08799 1.52329
O 1.48233 3.70921 1.26518
C 2.46403 3.14208 2.06526
C 3.25364 3.85486 2.94467
C 4.23877 3.17099 3.65223
Br 5.32400 4.13171 4.84669
C 4.42735 1.81080 3.49632
C 3.61101 1.09097 2.62470
C 2.63641 1.77145 1.91017
O 1.81001 1.10894 1.00278
C 3.84377 -0.35345 2.45451
N 5.01976 -0.89814 2.55548
C 4.81296 -2.25487 2.34405
C 5.73449 -3.30270 2.31874
C 5.25410 -4.56830 2.05671
C 3.88760 -4.80253 1.82368
C 2.96202 -3.77791 1.84256
C 3.45684 -2.50383 2.10656
N 2.85114 -1.26025 2.16021
H 1.97015 5.73449 1.29171
H 0.82921 5.20421 2.56491
H 0.29245 5.31270 0.86422
H 3.13307 4.91824 3.08621
H 5.19935 1.28614 4.04095
H 2.37343 0.68470 0.21840
H 6.78370 -3.11784 2.50465
H 5.93849 -5.40521 2.03582
H 3.55427 -5.81349 1.63147
H 1.90888 -3.96551 1.67331
H 1.86294 -1.07919 2.17427
C 5.17231 -0.68327 -1.32371
C 4.14487 -1.43364 -2.17030
C 2.83141 -1.05389 -1.51390
O 3.04230 0.29955 -0.99030
C 4.47261 0.63249 -1.05470
H 6.12198 -0.53871 -1.83418
H 5.36040 -1.20821 -0.38767
H 4.29799 -2.51104 -2.16037
H 4.17180 -1.09212 -3.20646
H 2.59287 -1.70241 -0.67031
H 1.98346 -1.01149 -2.19629
H 4.75348 1.09802 -0.11073
H 4.60708 1.34280 -1.87289
C -3.81857 1.22065 -0.66066
C -4.07053 -0.19831 -0.13166
C -5.46900 -0.65422 -0.59852
C -4.07332 -0.09924 1.40129
Si -2.79499 -1.46041 -0.76623
Br -0.64433 -0.34967 -0.32026
C -2.70350 -1.71215 -2.64832
C -3.73569 -2.79742 -3.02440
C -3.05376 -0.42771 -3.41105
C -1.31667 -2.15178 -3.14464
C -2.51916 -3.00707 0.31656
C -1.50666 -3.98327 -0.30043
C -2.02442 -2.70618 1.74050
C -3.88462 -3.72297 0.41801
H -4.58813 1.88705 -0.26126
H -3.84795 1.30153 -1.74360
H -2.85414 1.60145 -0.32441
H -6.21325 0.03195 -0.18604
H -5.72632 -1.65640 -0.25397
H -5.57376 -0.62807 -1.68272
H -4.79421 0.66909 1.69483
H -3.09549 0.19730 1.79374
H -4.37446 -1.02471 1.88848
H -4.74654 -2.55375 -2.69328
H -3.47505 -3.77938 -2.63225
H -3.76554 -2.88203 -4.11376
H -4.07905 -0.10165 -3.24376
H -2.94991 -0.62460 -4.48164
H -2.37654 0.39388 -3.16454
H -0.95105 -3.06028 -2.67335
H -0.57565 -1.36150 -3.00770
H -1.38743 -2.34629 -4.21855
H -0.51946 -3.52994 -0.42076
H -1.82659 -4.37772 -1.26255
H -1.39511 -4.83576 0.37499
H -1.00142 -2.32595 1.73988
H -2.02203 -3.64303 2.30405
H -2.65194 -2.00251 2.28221
H -4.31475 -3.95809 -0.55669
H -4.61562 -3.14712 0.98433
H -3.74161 -4.67038 0.94396
N 1.07593 2.67438 -1.65121
C 0.35973 2.39649 -2.89797
C -0.75380 3.15482 -3.22016
C -1.39820 2.91211 -4.42522
C -0.94022 1.91815 -5.27947
C 0.16181 1.15266 -4.92800
C 0.82102 1.39056 -3.72958
H 1.96713 2.17742 -1.66329
H 1.28595 3.66996 -1.59666
H -1.11098 3.92401 -2.54554
H -2.25769 3.50957 -4.69761
H -1.44092 1.74338 -6.22200
H 0.52323 0.38030 -5.59371
H 1.70173 0.81796 -3.45986
```

LUMO energy ... -5.35 eV
Maximum force ... 0.225 eV Å⁻¹
Gap between HOMO and LUMO ... 7.495 eV
Total energy ... -7857.1971 a.u.
Net charge ... +2

Results of the Löwdin charge analysis, in e, for atoms 1 through 99: 0.678, 0.149, -0.565, -0.119, -0.168, 0.045, 0.008, -0.007, -0.086, 0.035, 0.140, 0.131, 0.126, 0.121, 0.006, -0.171, -0.190, -0.037, -0.658, 0.838, -0.039, -0.067, -0.182, -0.125, -0.280, 0.198, -0.227, 0.000, -0.070, -0.074, -0.024, -0.201, 0.170, 0.115, 0.119, 0.097, 0.113, 0.124, 0.064, 0.120, 0.110, 0.109, 0.103, 0.143, -0.127, -0.128, -0.149, -0.221, -0.117, 0.132, 0.112, 0.130, 0.124, 0.115, 0.097, 0.126, 0.132, -0.083, -0.607, -0.063, -0.085, 0.694, 0.682, -0.617, -0.069, -0.089, -0.102, -0.627, -0.092, -0.107, -0.070, 0.108, 0.070, 0.024, 0.102, 0.077, 0.075, 0.100, 0.058, 0.075, 0.079, 0.073, 0.101, 0.076, 0.099, 0.064, 0.063, 0.034, 0.099, 0.068, 0.072, 0.098, 0.040, 0.098, 0.057, 0.076, 0.074, 0.101, 0.086

---

Record 3
The following is a quantum chemistry calculation of a structure of composition C42H57BrCsF3N7O7PSTe in a non-equilibrium geometry, from the OMol25 dataset.

XYZ file:
```
121
C42H57BrCsF3N7O7PSTe (ωB97M-V/def2-TZVPD)
Cs 0.55450 0.10900 -0.81710
O -1.19780 0.02770 -3.02100
C -0.58760 0.73590 -4.05830
C 0.14830 -0.26380 -4.95090
C 1.45340 -0.75660 -4.31550
C 2.45140 0.35300 -4.17040
C 3.05010 0.93790 -5.28490
C 3.92320 1.99920 -5.10670
C 4.17270 2.44690 -3.81960
C 3.54780 1.78770 -2.77110
N 2.72730 0.76890 -2.94070
H -1.73590 0.65310 -2.46770
H 0.12880 1.48820 -3.69100
H -1.34180 1.27040 -4.66650
H 0.35220 0.19910 -5.92160
H -0.51000 -1.12250 -5.09460
H 1.87700 -1.55190 -4.93430
H 1.23370 -1.16710 -3.33400
H 2.82900 0.56870 -6.27730
H 4.39320 2.48170 -5.95600
H 4.82320 3.28790 -3.63270
H 3.69770 2.10360 -1.74680
N 1.78190 1.19230 3.51840
C 0.94380 1.75510 4.55370
C -0.01190 2.87940 4.11970
C -1.22790 2.35410 3.35300
N -0.81710 1.67690 2.14210
H 1.19490 0.83090 2.76770
H 2.34250 1.92900 3.09890
H 1.60940 2.13720 5.33840
H 0.35470 0.94110 4.98860
H 0.53370 3.57600 3.47760
H -0.35050 3.43430 5.00140
H -1.91300 3.20290 3.17360
H -1.76540 1.63130 3.97990
H -0.38810 2.33460 1.49590
H -1.62060 1.30030 1.64840
C -2.69390 3.91980 -2.94930
C -4.07110 3.78860 -3.04550
C -4.71010 2.75540 -2.38500
C -3.97500 1.85940 -1.59700
C -2.56490 1.92600 -1.53200
C -1.97530 2.97060 -2.24370
C -4.65380 0.84540 -0.79450
C -5.93580 1.09060 -0.23300
C -6.52120 0.15240 0.56840
C -5.84870 -1.06900 0.80350
C -6.38540 -2.11550 1.57270
C -5.72100 -3.31240 1.67500
C -4.48770 -3.49290 1.03040
C -3.91160 -2.47890 0.31000
C -4.57950 -1.24160 0.17380
N -4.00860 -0.28580 -0.57380
H -2.18510 4.74150 -3.44270
H -4.63950 4.49140 -3.64470
H -5.78010 2.61750 -2.52760
H -0.89490 3.05870 -2.20830
H -6.42740 2.03230 -0.43620
H -7.49650 0.31630 1.01740
H -7.33960 -1.96990 2.07020
H -6.16140 -4.12980 2.23700
H -3.99320 -4.45310 1.09470
H -2.96700 -2.60190 -0.19820
C -1.05390 -3.96120 3.11180
C -1.06930 -4.62860 4.51050
N -0.59430 -3.68230 5.52070
C 0.77880 -3.30410 5.19020
C 0.81740 -2.65980 3.78140
N -0.52830 -2.61140 3.23230
C -1.38730 -1.82810 4.10250
C -1.44550 -2.49320 5.49900
H -2.05940 -3.88990 2.69480
H -0.43270 -4.50500 2.39940
H -0.41380 -5.50450 4.55630
H -2.07990 -4.93240 4.80180
H 1.38890 -4.21260 5.23400
H 1.13500 -2.61480 5.96150
H 1.43250 -3.25260 3.10330
H 1.20580 -1.63970 3.81530
H -2.37780 -1.77840 3.64600
H -0.97150 -0.82220 4.14940
H -2.45960 -2.81460 5.75240
H -1.09820 -1.82190 6.29000
Br 7.05990 -1.04950 -1.04100
C 5.43420 -1.77110 -0.34950
C 5.29870 -3.14830 -0.23860
C 4.09570 -3.61860 0.27370
C 3.13080 -2.70530 0.66280
N 3.29800 -1.39210 0.57920
C 4.42220 -0.92840 0.06150
H 6.08840 -3.82080 -0.54260
H 3.91790 -4.67760 0.36280
H 2.17920 -3.04060 1.04060
H 4.51740 0.14710 -0.00400
C -2.12550 5.53280 0.24740
C -0.65020 5.53090 -0.11860
O -0.09270 4.28210 0.16440
P 1.23630 3.79490 -0.71380
O 1.40820 2.37830 -0.29610
Te 1.35900 4.71410 -2.84400
O 2.40670 4.74510 0.04300
C 2.65320 4.57520 1.40870
C 4.07050 4.07010 1.65120
H -2.60040 6.44460 -0.11240
H -2.24880 5.46370 1.32780
H -2.59970 4.66950 -0.21400
H -0.10700 6.30670 0.44070
H -0.51060 5.74470 -1.19300
H 1.91930 3.87470 1.83010
H 2.52810 5.55240 1.90470
H 4.17970 3.08410 1.20800
H 4.27420 4.01550 2.72030
H 4.78320 4.74780 1.18300
F 1.58610 -3.87790 -3.33160
C 1.19780 -4.53820 -2.22840
F 0.53130 -5.62620 -2.66280
F 2.33090 -5.00590 -1.66590
S 0.20720 -3.43840 -1.01590
O 0.89000 -2.18310 -1.20320
O -1.13240 -3.53530 -1.50810
O 0.46060 -4.10560 0.23670
```

LUMO energy ... 3.53 eV
Maximum force ... 3.063 eV Å⁻¹
Gap between HOMO and LUMO ... 5.085 eV
Total energy ... -6446.0503 a.u.
Net charge ... -2

Results of the Löwdin charge analysis, in e, for atoms 1 through 99: 1.400, -0.245, -0.313, -0.159, -0.147, -0.294, -0.026, -0.082, -0.113, -0.196, 0.074, -0.020, 0.086, 0.125, 0.104, 0.116, 0.115, 0.060, 0.107, 0.097, 0.095, 0.091, 0.007, -0.300, -0.196, -0.294, 0.019, 0.045, 0.048, 0.096, 0.089, 0.090, 0.098, 0.100, 0.100, 0.035, 0.068, -0.121, -0.130, -0.082, -0.231, -0.077, -0.211, -0.232, -0.013, -0.032, -0.175, -0.068, -0.113, -0.099, 0.011, -0.212, 0.190, 0.081, 0.080, 0.088, -0.013, 0.098, 0.103, 0.099, 0.089, 0.097, 0.096, -0.154, -0.163, -0.179, -0.162, -0.146, -0.146, -0.152, -0.163, 0.102, 0.096, 0.107, 0.106, 0.107, 0.108, 0.103, 0.107, 0.117, 0.091, 0.106, 0.106, 0.684, -0.661, -0.113, -0.052, -0.146, 0.082, -0.189, 0.097, 0.104, 0.072, 0.101, -0.064, -0.368, -0.306, 0.124, -0.701